{"formula": "C19H30Al3BrClF4MgN2O12S3", "method": "ωB97M-V with the def2-TZVPD basis set", "elements": ["C", "C", "S", "C", "C", "N", "C", "Br", "C", "C", "H", "H", "H", "H", "H", "H", "H", "H", "H", "H", "H", "H", "H", "C", "O", "O", "O", "Al", "F", "Al", "F", "F", "F", "C", "C", "C", "S", "O", "O", "C", "H", "H", "H", "H", "H", "H", "H", "H", "Cl", "C", "C", "O", "C", "O", "O", "H", "H", "H", "H", "N", "C", "C", "C", "C", "H", "H", "H", "H", "H", "Mg", "O", "S", "O", "O", "O", "Al"], "positions_angstrom": [[1.25676, -5.64618, 1.68866], [0.95675, -4.57026, 2.09860], [0.80611, -2.86250, 2.28304], [-0.80663, -2.55225, 3.07095], [-1.93263, -2.76944, 1.99824], [-1.58769, -2.40202, 0.60936], [2.20577, -2.28286, 3.38636], [3.50496, -3.72448, 3.76753], [2.90856, -1.13105, 2.57082], [3.15141, -1.58367, 1.10948], [1.57858, -6.61784, 1.36973], [-0.93466, -3.24394, 3.92689], [-0.84165, -1.52611, 3.46045], [-2.76472, -2.10772, 2.31745], [-2.26863, -3.80941, 2.06821], [-1.09387, -1.51565, 0.53893], [-1.11456, -3.15639, 0.12399], [1.80980, -1.88436, 4.32502], [3.82699, -0.82101, 3.06300], [2.18235, -0.31577, 2.51052], [4.07476, -1.14964, 0.68748], [3.27455, -2.69583, 1.01481], [2.30590, -1.31021, 0.46844], [-2.02645, -3.59912, 6.79430], [-2.28615, -3.92957, 7.93915], [-1.46334, -4.32915, 5.94327], [-2.28354, -2.47894, 6.29594], [-3.98779, -1.69746, 0.36996], [0.09609, -2.76994, -1.69298], [0.83332, -1.41776, -2.41538], [0.83168, -0.13028, -1.35119], [-0.02675, -0.99411, -3.89193], [2.43212, -1.80874, -2.94077], [-5.02689, 2.12754, -2.65945], [-4.47087, 3.33897, -3.41603], [-3.00555, 3.51229, -2.99073], [-2.41719, 1.88131, -2.54214], [-2.12222, 1.84801, -1.12443], [-1.46165, 1.41804, -3.52310], [-3.96862, 1.03883, -2.80249], [-5.98945, 1.80553, -3.05442], [-5.16322, 2.38334, -1.60550], [-4.52389, 3.15278, -4.49089], [-5.04507, 4.24078, -3.21177], [-2.39207, 3.90138, -3.79975], [-2.91837, 4.15597, -2.11592], [-4.05651, 0.23983, -2.07285], [-3.96101, 0.62903, -3.81269], [3.32293, 1.28778, 1.74060], [-2.49571, 7.34486, 1.37388], [-2.02069, 5.93679, 1.11160], [-2.96953, 5.46327, 0.14957], [-3.49282, 6.55334, -0.47819], [-4.18282, 6.50307, -1.44236], [-3.12250, 7.69572, 0.13777], [-1.68188, 8.02787, 1.60394], [-3.23785, 7.39634, 2.17260], [-1.02330, 5.90618, 0.66862], [-2.02963, 5.31625, 2.00469], [6.39997, 0.45961, 0.82948], [6.98689, 0.36278, -0.39526], [8.28394, -0.09743, -0.21715], [8.47369, -0.28570, 1.16269], [7.29010, 0.06496, 1.79048], [5.45034, 0.77176, 1.00582], [6.44585, 0.62731, -1.28829], [9.00349, -0.27319, -0.99934], [9.36780, -0.63433, 1.65210], [7.01467, 0.06789, 2.83275], [1.50247, -1.59699, -5.26699], [-3.54315, -2.75462, -5.12448], [-2.94932, -3.33181, -6.32942], [-1.50926, -3.48916, -6.14276], [-3.21456, -2.46903, -7.48015], [-3.58812, -4.62004, -6.58700], [5.42415, -3.07344, 1.22863]], "forces_ev_per_angstrom": [[0.4, -1.1, -0.3], [-0.5, 2.3, 0.4], [0.1, -0.7, 0.0], [-0.6, -0.7, 0.4], [0.8, 0.4, 0.3], [-1.3, -0.2, 0.9], [1.4, 0.4, -0.2], [-0.7, 0.4, 0.1], [-1.3, -2.2, -0.4], [0.4, -0.4, 0.1], [-0.2, 0.0, 0.1], [0.1, 0.4, -0.5], [0.5, -0.1, -0.3], [0.2, -0.4, 0.3], [0.0, 0.2, -0.3], [0.2, -0.2, -0.2], [0.1, 0.4, -0.4], [-0.1, -0.5, -0.1], [-0.3, 0.1, 0.3], [0.3, 0.1, 0.4], [-0.5, 0.4, 0.1], [-0.5, 0.3, 0.1], [0.4, 0.1, 0.0], [0.0, 0.0, -0.1], [0.0, 0.0, 0.0], [0.0, 0.0, 0.1], [0.0, 0.0, 0.1], [0.2, 0.0, -0.5], [0.4, 0.5, -0.5], [-1.0, 0.7, 2.4], [0.1, -0.8, -0.5], [2.2, -1.1, -1.3], [-1.0, 0.1, -2.0], [0.0, 0.1, 0.1], [0.0, -0.1, -0.1], [-0.2, 0.4, -0.1], [-0.5, 0.7, -0.2], [0.2, -0.5, -0.1], [0.4, -0.3, 0.2], [-0.4, 0.0, -0.2], [0.0, 0.0, 0.0], [0.0, 0.0, 0.0], [0.0, 0.0, 0.0], [0.1, 0.0, 0.1], [0.1, -0.1, 0.1], [0.0, -0.1, 0.1], [0.1, -0.2, 0.1], [0.0, 0.0, 0.0], [0.6, 1.3, -0.7], [0.1, 0.2, 0.3], [0.3, -0.1, 0.2], [0.0, 0.2, -0.1], [0.0, 0.3, 0.1], [-0.1, -0.3, -0.3], [0.0, -0.4, 0.0], [-0.1, 0.1, -0.2], [0.0, 0.0, 0.0], [0.0, 0.0, 0.0], [-0.1, -0.1, -0.1], [0.0, -0.4, -0.2], [0.0, -0.1, 0.1], [-0.1, -0.1, -0.1], [-0.1, -0.2, 0.1], [-0.2, -0.3, 0.1], [-0.3, 0.4, 0.2], [0.1, 0.1, 0.0], [0.0, 0.1, 0.0], [0.0, 0.1, 0.0], [0.1, 0.2, 0.0], [-1.1, 0.4, 1.7], [-0.2, -0.4, 0.1], [0.9, 0.4, 0.4], [0.3, 0.4, 0.0], [-0.1, -0.4, -0.3], [-0.5, 0.2, -0.1], [0.9, 0.2, 0.1]], "total_charge": 3, "max_force_ev_per_a": 2.786, "e_above_lowest_kj_mol": 0.0, "total_energy_ev": -198881.07344, "homo_ev": -13.783}